Density functional theory data (ωB97M-V with the def2-TZVPD basis set) for 2 unconnected molecules or ions with the total composition C4H13NOS.

Properties
- LUMO energy: 0.63 eV
- Spin multiplicity: 1
- HOMO level: -0.330 Ha
- SMILES string: NCCCCS.O

```
20
C4H13NOS ωB97M-V with the def2-TZVPD basis set
N -0.194 2.562 -0.705
C -0.316 1.781 0.523
C 0.622 0.587 0.639
C 0.282 -0.561 -0.344
C -1.016 -1.325 -0.056
S -1.632 -1.407 1.689
H 0.379 2.227 -1.458
H -0.031 3.534 -0.524
H -1.344 1.428 0.621
H -0.081 2.450 1.352
H 0.520 0.238 1.664
H 1.678 0.772 0.432
H 0.248 -0.167 -1.364
H 1.178 -1.172 -0.273
H -1.869 -0.899 -0.573
H -0.911 -2.397 -0.205
H -1.098 -0.614 2.641
O 3.047 -0.563 -2.801
H 2.256 -1.067 -3.005
H 2.816 0.289 -2.429
```